{
  "formula": "C14H7Cl2FN2O3S",
  "method": "ωB97M-V/def2-TZVPD",
  "total_charge": 0,
  "homo_energy_ev": -8.676,
  "smiles": "NC(=O)N1C(=O)/C(=C(\\O)c2cc(Cl)cs2)c2cc(F)c(Cl)cc21",
  "fmax_ev_per_a": 4.74,
  "e_tot_ha": -2291.4165,
  "gap_ev": 7.65,
  "species": ["O", "O", "F", "Cl", "Cl", "O", "S", "C", "C", "C", "C", "C", "C", "C", "C", "C", "C", "C", "C", "C", "C", "N", "N", "H", "H", "H", "H", "H", "H", "H"],
  "coordinates": [[2.935, -0.794, -0.443], [2.148, -2.496, 3.202], [-3.839, -0.052, 1.723], [-2.444, 2.628, -5.318], [-2.845, -1.315, 4.295], [1.833, 0.647, -2.379], [-1.379, 2.606, -1.164], [1.850, -0.738, 0.123], [2.454, -1.782, 2.242], [-2.261, 3.116, -2.597], [-0.851, 1.433, -3.430], [-1.850, 2.405, -3.702], [-0.453, 1.456, -2.113], [0.684, 0.653, -1.606], [0.678, -0.082, -0.436], [-1.790, -0.115, 0.540], [-0.598, -1.323, 2.769], [-2.502, -0.331, 1.694], [-1.934, -0.936, 2.826], [-0.421, -0.346, 0.511], [0.162, -0.987, 1.620], [3.808, -1.754, 2.039], [1.529, -1.248, 1.364], [2.525, 0.093, -1.911], [-2.995, 3.914, -2.572], [-0.395, 0.880, -4.234], [-2.283, 0.291, -0.308], [-0.161, -1.816, 3.616], [4.290, -2.435, 2.583], [4.105, -1.572, 1.069]]
}